(1)
Formula: C3H4N2O
Source: the Open Molecules 2025 dataset
Level of theory: the ωB97M-V functional and the def2-TZVPD basis

The geometry in XYZ format:
```
10
C3H4N2O (the ωB97M-V functional and the def2-TZVPD basis)
C 1.435 0.388 1.456
C 0.440 -0.326 0.755
C -0.644 0.308 -0.207
N 2.376 0.885 1.923
N -1.155 -0.076 -1.403
O -0.899 -0.137 1.052
H 0.955 -1.783 0.554
H -0.340 1.295 -0.326
H -1.189 -1.106 -1.653
H -0.979 0.553 -2.151
```

The calculation puts the highest occupied orbital energy at -0.3475 Eh. The value obtained for the HOMO-LUMO gap is 0.3652 hartree. As for the total charge: 0.

---

(2)
Formula: C3H4N2O
Source: the Open Molecules 2025 dataset
Level of theory: the ωB97M-V functional and the def2-TZVPD basis

The geometry in XYZ format:
```
10
C3H4N2O (the ωB97M-V functional and the def2-TZVPD basis)
O -1.729 -0.143 0.585
C -0.633 -0.042 -0.146
C 0.371 1.056 -0.022
C 1.360 0.148 0.136
N 0.814 -1.132 0.044
N -0.304 -0.996 -1.039
H -1.709 0.563 1.251
H 0.302 2.104 -0.276
H 2.419 0.263 0.363
H -0.892 -1.819 -0.895
```

The calculation puts the highest occupied orbital energy at -0.2838 Eh. The value obtained for the HOMO-LUMO gap is 0.3044 hartree. As for the total charge: 0.

---

(3)
Formula: C3H4N2O
Source: the Open Molecules 2025 dataset
Level of theory: the ωB97M-V functional and the def2-TZVPD basis

The geometry in XYZ format:
```
10
C3H4N2O (the ωB97M-V functional and the def2-TZVPD basis)
O -1.777 -1.025 -0.121
C -0.568 -0.410 -0.045
C -0.397 0.999 -0.049
N 0.877 1.349 0.085
C 1.762 0.502 0.331
N 0.547 -1.080 0.045
H -2.475 -0.356 -0.131
H -1.159 1.754 -0.124
H 2.743 0.369 -0.097
H 0.447 -2.100 0.107
```

The calculation puts the highest occupied orbital energy at -0.2965 Eh. The value obtained for the HOMO-LUMO gap is 0.3201 hartree. As for the total charge: 0.